46
Properties=species:S:1:pos:R:3:forces:R:3 method="wB97M-V/def2-TZVPD" de_lowest_ev=0.363 max_force_ev_per_a=0.523 lumo_ev=0.77 homo_lumo_gap_ev=9.4
C -4.63720 -2.05343 -1.01015 -0.156 0.198 -0.046
C -5.23762 -0.79355 -0.40093 0.205 -0.096 0.155
C -4.38227 -0.27585 0.75695 -0.207 0.030 -0.166
N -3.02209 0.01915 0.33875 -0.029 0.044 0.172
C -2.91634 1.28816 -0.35618 0.095 -0.070 -0.308
C -1.52894 1.43909 -0.97199 -0.088 0.216 0.305
C -0.46586 1.36902 0.12242 -0.121 -0.109 -0.037
N 0.86430 1.45928 -0.43720 -0.312 -0.203 -0.167
C 1.79820 2.33022 -0.00122 0.314 -0.112 -0.403
O 1.58477 3.18371 0.83142 0.002 0.343 0.354
C 3.15618 2.14689 -0.68303 -0.067 0.135 0.195
C 3.58228 0.70906 -0.63003 0.148 -0.081 -0.201
C 3.53626 -0.10029 -1.75776 0.027 0.135 0.033
C 3.88801 -1.43688 -1.67047 0.001 -0.147 -0.024
C 4.27922 -1.97578 -0.45962 -0.017 0.016 -0.055
C 4.32823 -1.18353 0.68273 -0.047 0.043 0.015
C 4.76853 -1.76692 1.99073 0.056 0.000 -0.017
C 3.97754 0.15383 0.58150 0.021 -0.070 -0.101
C -0.64876 0.06553 0.90051 -0.147 0.307 0.195
C -2.07447 -0.02751 1.43594 0.237 -0.209 -0.045
H -5.22225 -2.38387 -1.86510 -0.023 -0.107 -0.080
H -3.61971 -1.85243 -1.33278 0.096 -0.071 -0.058
H -4.61262 -2.85605 -0.27670 0.034 -0.147 0.067
H -6.23980 -1.00262 -0.02089 -0.050 0.089 -0.033
H -5.33207 -0.02634 -1.17078 -0.096 0.059 0.003
H -4.86703 0.60631 1.21199 0.063 -0.060 0.059
H -4.33444 -1.05775 1.51931 -0.007 0.040 0.033
H -3.66661 1.31830 -1.14769 -0.015 0.075 0.050
H -3.10723 2.13651 0.32827 -0.052 -0.034 -0.024
H -1.46080 2.38860 -1.50481 0.050 0.011 -0.032
H -1.36591 0.62646 -1.68303 0.002 -0.027 -0.088
H -0.56682 2.22404 0.79955 -0.030 -0.115 -0.079
H 1.13956 0.73431 -1.08270 0.090 0.039 0.078
H 3.87112 2.78698 -0.16457 -0.104 0.010 -0.041
H 3.06908 2.48703 -1.71710 0.034 0.014 0.014
H 3.23467 0.31611 -2.70937 -0.018 0.070 -0.083
H 3.85472 -2.05973 -2.55265 0.001 -0.053 -0.066
H 4.55112 -3.01956 -0.39618 0.024 -0.115 0.010
H 5.85254 -1.88351 2.00068 0.054 -0.032 0.076
H 4.48779 -1.12124 2.81892 0.001 -0.003 0.089
H 4.32651 -2.74975 2.14266 -0.006 -0.054 0.068
H 4.00610 0.78343 1.45967 0.003 0.073 0.147
H 0.06265 0.01878 1.72635 0.062 -0.001 -0.005
H -0.46308 -0.77925 0.23360 0.032 -0.070 -0.015
H -2.20110 -0.97684 1.96241 -0.033 0.083 0.034
H -2.24636 0.79187 2.15858 -0.025 -0.045 0.021


48
Properties=species:S:1:pos:R:3:forces:R:3 method="wB97M-V/def2-TZVPD" de_lowest_ev=0.718 max_force_ev_per_a=0.799 lumo_ev=0.51 homo_lumo_gap_ev=8.5
C -6.77264 -2.47360 -0.74696 0.108 -0.219 -0.004
O -7.38558 -1.20587 -0.71659 -0.044 0.347 0.033
C -6.61998 -0.12366 -0.41197 -0.028 0.342 0.042
C -7.28051 1.10595 -0.39554 -0.120 -0.190 -0.051
C -6.58046 2.25536 -0.09496 0.007 -0.133 -0.013
C -5.22804 2.20345 0.19153 0.184 -0.017 0.038
C -4.56589 0.97945 0.17564 -0.301 0.027 -0.081
N -3.19869 0.97324 0.46806 0.051 0.401 0.025
C -2.33704 -0.09634 0.53620 0.197 0.314 0.209
O -2.63650 -1.24990 0.31628 -0.214 -0.346 -0.160
N -1.07544 0.27004 0.92603 0.220 0.279 0.080
C 0.01326 -0.67701 0.89426 0.107 -0.263 -0.211
C 0.95657 -0.46822 -0.29541 -0.113 0.033 0.352
C 1.79811 0.79155 -0.14632 0.329 -0.159 -0.521
S 2.91917 1.04894 -1.56817 0.058 0.057 0.010
C 4.54321 0.42333 -0.98304 -0.762 0.216 0.107
C 5.14107 1.30939 0.10074 0.327 0.059 -0.220
C 6.54918 0.82679 0.44468 -0.163 -0.042 0.317
C 6.52315 -0.63417 0.88491 0.228 0.012 -0.256
C 5.90951 -1.50964 -0.20397 -0.168 -0.045 0.329
C 4.49811 -1.03131 -0.54153 0.313 -0.088 -0.294
C -5.26218 -0.18546 -0.12702 -0.068 -0.426 -0.067
H -7.56336 -3.17578 -1.00717 0.091 0.015 0.021
H -5.98206 -2.51949 -1.50198 -0.018 0.003 0.037
H -6.35472 -2.74100 0.22829 -0.002 0.013 -0.040
H -8.33429 1.13129 -0.62036 -0.134 0.005 -0.029
H -7.09189 3.20618 -0.08242 -0.045 0.073 0.000
H -4.68651 3.10889 0.42668 0.066 0.091 0.024
H -2.82201 1.88480 0.68542 -0.023 -0.211 -0.018
H -0.83266 1.24560 0.98024 -0.127 -0.050 0.002
H -0.45159 -1.66294 0.82500 0.121 0.108 0.119
H 0.57292 -0.61093 1.83397 -0.034 -0.093 -0.050
H 0.37001 -0.40517 -1.21355 0.006 -0.080 -0.025
H 1.61051 -1.33680 -0.37822 0.033 -0.004 -0.056
H 2.40218 0.76391 0.75904 -0.056 0.050 0.137
H 1.17044 1.68268 -0.12197 0.009 0.037 0.116
H 5.14785 0.50876 -1.89104 0.029 -0.021 0.007
H 4.52086 1.27070 0.99997 -0.061 0.025 0.015
H 5.16864 2.34467 -0.24444 -0.073 -0.011 0.044
H 6.96616 1.44990 1.23834 0.080 0.033 -0.051
H 7.18978 0.92947 -0.43401 0.080 0.041 -0.031
H 7.53713 -0.97279 1.10572 -0.008 -0.025 0.094
H 5.93372 -0.72745 1.80051 -0.002 -0.022 0.079
H 5.87346 -2.54934 0.12728 0.061 -0.038 -0.071
H 6.53149 -1.46421 -1.10066 0.047 -0.053 -0.059
H 4.07088 -1.64654 -1.33603 -0.085 0.013 0.058
H 3.86917 -1.13018 0.34642 -0.094 -0.002 0.025
H -4.72452 -1.11654 -0.13192 -0.010 -0.057 -0.012